No. 1
49
Properties=species:S:1:pos:R:3 method="wB97M-V/def2-TZVPD" e_homo_ev=-7.4 energy_ha=-1279.15367 multiplicity=1 orbital_gap_ev=6.468
Cl -2.09496 3.73326 0.35739
O 2.38396 0.93997 4.25415
O -1.05063 1.50294 -3.06951
N 2.86856 -0.33992 1.95531
C -1.75722 2.36875 -2.10823
C 1.64479 -0.77153 2.71699
C -0.58452 -1.73161 -1.44126
C 1.51808 -0.70032 -1.86736
C -1.26967 -0.67706 -1.99121
C -2.79284 -0.67597 -2.05431
C 0.45666 -0.11163 2.05800
C 1.40563 1.97884 4.41638
C 0.84548 0.35012 -2.41682
C -3.39399 -1.61065 -0.96506
C -3.22970 -1.17493 -3.46065
C 3.03746 -0.78019 -1.79534
C 1.86350 -0.37343 4.17465
C -0.53147 0.39658 -2.48859
C 0.79071 -1.76780 -1.36739
B -1.10929 2.40823 -0.60696
H -1.68176 3.38330 -2.52308
H 2.62764 -1.02736 4.60938
H -2.87430 -1.38234 -0.02592
H 1.15664 2.41347 3.44762
H 2.73801 -0.37515 0.93790
H 0.24587 -0.60003 1.10339
H -1.11423 -2.59764 -1.05390
H -1.31354 1.36832 0.00261
H 1.28748 -2.63616 -0.93550
H -0.43894 -0.19642 2.67154
H -3.16798 0.31877 -1.82157
H 1.84958 2.75953 5.03072
H -2.83470 2.15471 -2.10880
H 3.08443 0.62490 2.23895
H 1.42363 1.18010 -2.81974
H 0.62842 0.94561 1.85001
H -3.14896 -2.26621 -3.45727
H -3.26327 -2.65642 -1.25121
H 3.42469 -0.92859 -2.81221
H 0.95841 -0.50104 4.76978
H 0.49931 1.61499 4.90030
H 3.68789 -0.89692 2.20221
H 3.35434 -1.66987 -1.23677
H -4.26220 -0.85121 -3.62850
H 3.49128 0.14348 -1.41419
H 0.07985 2.63645 -0.58834
H -4.43846 -1.32981 -0.80139
H -2.56841 -0.73621 -4.21263
H 1.56877 -1.85597 2.62639

***

No. 2
68
Properties=species:S:1:pos:R:3 method="wB97M-V/def2-TZVPD" e_homo_ev=-8.3 de_lowest_kcal_mol=0.0 energy_ha=-3145.03250 multiplicity=1 orbital_gap_ev=8.657
Cl -1.98485 0.45100 1.78676
Cl -1.06111 1.63462 -3.60873
Cl 0.48101 1.83330 -1.00608
Si -0.50317 3.54321 -2.83860
Al -0.06318 0.60890 0.64988
O -0.36558 -0.99502 -0.14906
O 0.15466 -1.24811 4.30851
O 1.74127 0.10790 1.06356
O 0.37916 2.06007 1.88036
N -0.11743 4.06333 2.84610
N 2.67109 -1.63555 -0.10646
C 3.23911 -2.97543 -0.06798
C -1.72477 4.25177 -1.59208
C -2.10952 -4.66587 2.66443
C -0.32841 -4.82959 -2.68471
C -1.07624 -3.01779 1.21974
C -1.14706 -2.85336 -1.35617
C 0.21534 -0.83485 3.25112
C -1.22689 -2.08581 -0.03699
C -0.85951 -4.99497 3.18214
C -2.21749 -3.65342 1.71447
C 1.34024 3.95562 -2.67338
C -0.55531 -4.05688 -1.42465
C 2.34674 -1.00105 1.02099
C -1.67043 -2.08429 -2.52353
C -0.87207 4.77240 -4.30308
C 0.15496 -3.28513 1.79867
C -0.39405 3.06774 2.02506
C -0.96170 5.25620 2.89192
C 0.26240 -4.27487 2.78314
C 2.45184 -1.04588 -1.42456
C 1.14567 4.08113 3.57633
H -0.75485 -5.78380 3.92791
H -0.42788 6.11734 2.45340
H 1.94539 3.23972 -2.10641
H 2.45395 0.05285 -1.35928
H 0.60928 -5.39070 -2.59563
H 3.73794 -3.12477 0.89014
H -2.26531 -1.72661 0.01969
H -3.18147 -3.34138 1.30812
H -1.72204 3.74229 -0.63304
H 1.44648 4.90119 -2.13354
H 1.63599 3.10990 3.51738
H -1.35644 3.11760 1.49448
H -2.75315 -1.92980 -2.44689
H 3.25845 -1.40674 -2.08090
H -2.99823 -5.18944 2.99672
H -0.82998 5.80856 -3.94664
H 2.46921 -3.74741 -0.18808
H 1.81487 4.04132 -3.65258
H 1.25239 -4.47543 3.20047
H -1.87079 4.62453 -4.72702
H -1.46415 5.30201 -1.40910
H -1.21293 -1.08985 -2.54345
H -1.46751 -2.59417 -3.46496
H 2.66466 -1.51302 1.94616
H -1.22549 5.49070 3.93394
H 3.95508 -3.07488 -0.88320
H -0.25897 -4.18505 -3.56504
H 0.95316 4.34156 4.62645
H 1.81133 4.86075 3.17516
H 1.48018 -1.36565 -1.84696
H 1.03566 -2.74472 1.40932
H -1.11317 -5.57407 -2.86987
H -0.14402 4.67415 -5.11634
H -2.74123 4.20197 -1.99455
H -1.86841 5.03643 2.31084
H -0.21277 -4.55472 -0.51383

***

No. 3
15
Properties=species:S:1:pos:R:3 method="wB97M-V/def2-TZVPD" e_homo_ev=-8.4 de_lowest_kcal_mol=70.6 energy_ha=-233.53238 multiplicity=1 orbital_gap_ev=9.478
O 0.21005 0.33008 -1.26361
C 0.92244 -0.52694 -0.57700
C 2.09858 0.22366 -0.01379
C -1.20385 -0.02871 1.93907
C -0.97001 -0.19998 -1.88363
H 2.08906 0.07203 1.07329
H -0.97487 -0.20774 2.99253
H -0.62589 -0.71742 1.31547
H 3.01585 -0.26138 -0.37148
H -0.72830 -0.47206 -2.91422
H -1.30874 -1.07716 -1.32905
H -2.27202 -0.18680 1.76781
H -0.94264 1.00091 1.67823
H 2.12375 1.29643 -0.24644
H -1.72111 0.59290 -1.87408

***

No. 4
44
Properties=species:S:1:pos:R:3 method="wB97M-V/def2-TZVPD" e_homo_ev=-5.5 de_lowest_kcal_mol=0.0 energy_ha=-3381.42431 multiplicity=1 total_charge=-1 orbital_gap_ev=8.412
Br -0.21489 -2.40013 -0.33656
O 1.79656 2.60229 -0.83630
O 0.61706 -4.64075 2.20341
O -0.42323 -5.73585 -0.70712
O -3.43654 1.99993 -0.37909
O 2.31819 -4.22270 -1.72994
N -1.95360 -0.17605 2.14136
N 2.92994 -0.80817 -0.12448
C 2.05126 1.21918 -1.07999
C -3.02482 0.39143 1.33141
C -4.10328 0.99380 2.20016
C 1.08218 3.18163 -1.89853
C -2.97722 3.03669 -1.20520
C 4.25250 1.22713 0.18590
C -2.40940 1.40616 0.39525
C 2.84984 0.66966 0.07280
H -0.56418 -4.77642 -0.63919
H 1.69946 3.24767 -2.80425
H -3.67881 1.83495 2.75817
H -2.30362 -0.98695 2.64240
H 4.81997 0.70168 0.95432
H -2.95504 2.71501 -2.25438
H -1.68388 0.90915 -0.25994
H 3.31527 -1.21663 0.72353
H 3.04011 -4.40454 -1.12318
H 0.79974 4.18641 -1.58833
H 1.95668 -1.12715 -0.10661
H 0.00229 -5.34576 1.97988
H -1.98787 3.41196 -0.92860
H 4.76232 1.08338 -0.77376
H 4.28747 2.29707 0.39668
H 0.18677 2.58813 -2.12125
H -4.90602 1.39347 1.57982
H -3.49137 -0.36575 0.67624
H -4.51143 0.25545 2.88847
H 1.09659 0.68218 -1.13394
H 0.16822 -5.80358 -1.46287
H 1.93827 -3.39212 -1.40076
H -1.90213 2.16792 1.00793
H 2.62296 1.12343 -2.01195
H -3.65982 3.89344 -1.15255
H 0.57397 -4.07156 1.41896
H 2.30244 0.84387 1.00866
H -1.28289 -0.58895 1.49341

***

No. 5
52
Properties=species:S:1:pos:R:3 method="wB97M-V/def2-TZVPD" e_homo_ev=-3.2 de_lowest_kcal_mol=4.2 energy_ha=-1859.36897 multiplicity=1 total_charge=-1 orbital_gap_ev=4.715
S 0.31962 -2.43498 -0.72011
F -0.64881 -4.07175 -2.38130
F -1.42843 -4.36113 -0.28650
O 0.94809 -4.54509 1.55821
O -1.33559 -0.53552 1.08627
O 2.41799 -0.64416 -1.65538
O 1.19829 0.96396 -3.78710
N -0.01988 -2.46794 1.00492
N 1.93306 0.72308 0.09613
C -1.33970 -1.21090 4.15577
C 0.23549 0.96571 -2.99784
C -1.45970 -1.91062 5.36446
C -1.59816 2.65355 -2.63948
C -0.42440 -3.88642 4.36090
C 3.38015 0.61974 0.44093
C -0.81009 -1.89213 3.06492
C 0.30151 0.46379 -1.67724
C -1.07733 -3.43035 -1.23241
C 1.37329 2.02451 0.53567
C 4.19989 1.66559 -0.30291
C -1.02963 1.65749 -3.44110
C 1.60045 0.12909 -1.13518
C -2.52621 2.26554 -5.25799
C 0.30363 -3.55946 1.86130
C -1.04109 -3.25103 5.45339
C -0.29895 -3.17364 3.17340
C -3.04782 3.31193 -4.47868
C -2.58398 3.50145 -3.17138
C -0.77740 -1.48181 1.63692
C 0.32069 1.99790 1.62197
C -1.51188 1.45306 -4.74646
H -1.07004 0.65890 -5.35167
H 0.76252 1.69403 2.57831
H 3.42991 0.78475 1.52630
H -0.58696 0.39890 -1.05215
H -1.62587 -0.16926 4.04087
H -0.05629 -4.91062 4.40230
H -3.83750 3.94890 -4.88429
H -1.19390 -3.80371 6.38304
H 5.26352 1.50722 -0.12663
H -0.05252 3.02131 1.73760
H -1.92936 -2.75073 -1.41144
H -2.97795 4.31267 -2.55952
H -1.89543 -1.43134 6.24019
H -2.89832 2.08925 -6.26954
H 0.99483 2.55735 -0.34840
H 4.00141 1.58985 -1.37889
H -0.51814 1.34132 1.37948
H -1.24225 2.76594 -1.60908
H 3.93307 2.66900 0.04821
H 3.70659 -0.39962 0.20306
H 2.21959 2.58643 0.94814

***

No. 6
30
Properties=species:S:1:pos:R:3 method="wB97M-V/def2-TZVPD" e_homo_ev=-10.4 de_lowest_kcal_mol=96.4 energy_ha=-764.32836 multiplicity=1 smiles=O.O.O.O.O.O.O.O.O.O orbital_gap_ev=10.275
O -7.27025 -9.72695 21.02397
O -6.32748 -8.35881 24.02231
O -4.08395 -11.10481 24.41256
O -2.65513 -7.68753 24.64540
O -4.81090 -8.26437 26.55853
O -4.89599 -9.43981 22.02060
O -7.92003 -10.64187 24.96068
O -6.05432 -5.56595 23.46108
O -6.30639 -12.43977 23.66291
O -9.58831 -8.54408 23.19613
H -3.57520 -7.79250 25.20947
H -5.97792 -9.08964 23.31362
H -8.18853 -9.47187 21.21099
H -3.22288 -11.00405 24.07694
H -5.82808 -6.40096 23.63108
H -7.36182 -10.69372 21.36741
H -7.30293 -11.39946 24.57899
H -5.62978 -9.45295 21.52495
H -4.36767 -8.64592 21.85281
H -4.89437 -7.50922 27.17835
H -2.68261 -6.85905 24.25353
H -5.95253 -8.37993 24.81132
H -6.52998 -12.51695 22.73500
H -9.64674 -7.71887 22.74486
H -5.45078 -11.95771 23.65877
H -3.95457 -11.66469 25.15588
H -4.39235 -9.03316 27.10493
H -6.59914 -5.74588 22.69573
H -7.36840 -9.93915 24.86333
H -8.77504 -8.74414 23.64960